No. 1
This record from OMol25 describes a structure of composition C14H8ClN2O2PdS3. The level of theory is ωB97M-V/def2-TZVPD.

Properties
HOMO level (alpha / beta) = -0.4493 / -0.4492 Eh
energy relative to the best compared isomer or geometry (same formula, charge and spin) = 61.05 kJ/mol
gap between HOMO and LUMO (alpha / beta) = 5.454 / 5.453 eV
charge = +1

Element x y z (Å)
1 H -2.0387 2.5266 1.1301
2 C 1.7236 0.4188 -5.1271
3 H 1.4456 2.6031 -1.0929
4 Pd 1.4002 0.5679 1.2310
5 O 0.1976 -0.9281 1.1944
6 Cl -5.6284 -0.9642 1.7897
7 C 1.5031 1.6779 -1.6519
8 O -0.1254 1.9946 1.1064
9 C -1.7864 -2.0171 1.5573
10 H -1.1989 -2.9231 1.6003
11 C -3.9159 -0.8818 1.6266
12 C -1.1181 -0.7980 1.3668
13 H 1.5247 -1.5175 -0.9591
14 C 1.6298 -0.7178 -2.9551
15 S 3.3463 -0.4514 1.5726
16 C -3.1551 -2.0563 1.6725
17 S 4.1246 -0.8154 4.4459
18 H 1.5909 2.6156 -3.5749
19 H -3.6546 -3.0060 1.8101
20 H 1.6789 -1.6807 -3.4420
21 C 1.6456 0.4617 -3.6921
22 C 1.5498 -0.6308 -1.5799
23 C -1.8800 0.3877 1.3334
24 N 1.7816 0.3846 -6.2724
25 S 1.6336 0.5767 3.4840
26 C -1.3249 1.6970 1.1806
27 C -3.2853 0.3199 1.4642
28 C 1.5807 1.6833 -3.0298
29 N 1.4905 0.5436 -0.9450
30 C 3.1256 -0.3070 3.3150
31 H -3.8607 1.2363 1.4413

***

No. 2
This record from OMol25 describes a structure of composition C14H9BaF3N2S in a non-equilibrium geometry. The level of theory is ωB97M-V/def2-TZVPD.

Properties
HOMO level = 0.0361 Eh
gap between HOMO and LUMO = 3.470 eV
charge = -2

Element x y z (Å)
1 H 5.6894 1.3116 11.1934
2 H 13.2677 0.9298 21.1448
3 C 9.0120 -0.6810 18.0429
4 N 8.7533 -4.1381 14.3281
5 C 6.3089 0.3066 13.1393
6 F 1.6740 -0.7058 11.9604
7 H 11.6372 -1.3683 17.7710
8 C 11.5572 -0.6511 18.6351
9 F 1.6204 -0.6410 14.0820
10 C 12.6153 -0.2804 19.4566
11 C 10.1599 1.0885 19.6065
12 H 9.2377 1.6735 19.7454
13 C 5.4855 0.6053 11.9995
14 S 4.4512 -2.2928 15.3559
15 F 2.0408 -2.5151 13.0866
16 C 12.4472 0.7163 20.4546
17 C 10.1336 -0.1945 18.7212
18 H 11.4549 2.3604 20.9279
19 C 4.2051 0.0001 12.0468
20 H 7.3158 0.7407 13.2098
21 C 8.8630 -3.5514 13.3341
22 C 2.3490 -1.2186 13.0597
23 C 4.7573 -1.1577 14.1071
24 Ba 7.6767 -1.8868 16.0654
25 H 8.5674 0.5454 18.3772
26 H 13.5029 -0.7858 19.3060
27 C 11.2618 1.4650 20.2745
28 H 3.5907 0.3477 11.2105
29 C 3.8225 -0.8460 13.0590
30 N 5.9393 -0.4823 14.1435

***

No. 3
This record from OMol25 describes a structure of composition C14H9N3O8STc. The level of theory is ωB97M-V/def2-TZVPD.

Properties
spin multiplicity = 4
HOMO level (alpha / beta) = -0.3184 / -0.3330 Eh
gap between HOMO and LUMO (alpha / beta) = 7.818 / 7.121 eV
charge = 0

Element x y z (Å)
1 C -1.0391 0.0767 -3.1622
2 C -5.3207 -0.1844 -2.9718
3 H -5.1369 -0.3131 -0.8402
4 N -0.9939 -3.2435 -0.3494
5 H 3.2039 -0.9972 1.8238
6 S -2.5648 -0.2991 -0.1354
7 C 0.9961 -4.5642 -0.3796
8 C 1.0963 -1.2088 2.2624
9 C -1.2664 -5.5419 0.0182
10 H 0.4022 3.6548 1.3627
11 H 2.3230 -2.1028 0.7472
12 C 2.3304 1.1776 0.7482
13 Tc -0.2871 -0.4197 -0.2230
14 O 1.2492 -1.5397 3.4061
15 O -0.0435 -0.8397 1.7059
16 C -0.4358 -4.3954 -0.2518
17 H 2.9855 1.6805 0.0359
18 N 2.1376 -4.6501 -0.4716
19 C 2.2716 -1.1621 1.2912
20 C -2.5277 -0.0633 -2.9907
21 H -2.7067 0.0577 -5.0994
22 C -4.6134 -0.2270 -1.7862
23 O 2.0700 -0.1314 0.2860
24 O -0.0056 1.6260 0.3813
25 C -4.6404 -0.0929 -4.1793
26 C 1.0710 1.9920 0.8270
27 N -1.8912 -6.4807 0.2323
28 H -5.1828 -0.0702 -5.1160
29 C -3.2616 -0.0282 -4.1758
30 O -0.3017 0.1327 -2.0581
31 C -3.2156 -0.1743 -1.7782
32 H -6.4026 -0.2276 -2.9513
33 O -0.5393 0.2164 -4.2460
34 O 1.2430 3.1666 1.3739
35 O -0.1176 -2.2943 -0.6710
36 H 2.8208 1.1794 1.7212

***

No. 4
This record from OMol25 describes a structure of composition C15H11N12O2Rh. The level of theory is ωB97M-V/def2-TZVPD.

Properties
spin multiplicity = 5
HOMO level (alpha / beta) = -0.3039 / -0.3228 Eh
energy relative to the best compared isomer or geometry (same formula, charge and spin) = 0.00 kJ/mol
gap between HOMO and LUMO (alpha / beta) = 7.981 / 5.465 eV
charge = 0

Element x y z (Å)
1 C -2.3674 2.5177 1.1410
2 C -2.9974 3.2004 0.0820
3 C 0.2451 -1.0861 2.2798
4 N -2.9377 -1.4851 -0.8625
5 H -4.0722 4.9445 -0.4972
6 H 4.6498 -1.7680 1.1382
7 N 0.4225 -3.7938 -0.6957
8 C -1.7322 1.2264 0.9326
9 H 2.8480 -1.6179 2.8412
10 N -2.9537 -3.7898 -1.4953
11 O -3.0843 2.7297 -1.1672
12 C 2.6357 -1.4948 1.7884
13 Rh -1.0204 -1.2111 -0.4421
14 C -3.5625 4.9864 1.5922
15 H 0.3469 -1.1463 3.3552
16 C 1.3127 -1.2361 1.3856
17 N 1.0107 -1.1072 0.0538
18 C -3.5691 -2.5908 -1.2759
19 C -3.5890 4.4412 0.3289
20 C 3.3055 -1.4098 -0.5040
21 N -4.8564 -2.3692 -1.4394
22 H -2.7238 1.8274 -1.1948
23 H 1.6834 -1.1240 -1.8840
24 C 3.6276 -1.5756 0.8413
25 H 4.0551 -1.4733 -1.2783
26 H -2.9409 4.7472 3.6441
27 N -0.7529 -3.1209 -0.8176
28 N -1.3540 0.5108 2.0174
29 N -3.9026 -0.5431 -0.7458
30 O -1.4944 0.8029 -0.2490
31 N -0.9681 -0.7092 1.6843
32 N 0.2161 -5.0093 -1.0532
33 N -1.0633 -5.2119 -1.4105
34 C 1.9822 -1.1995 -0.8464
35 C -2.9527 4.3129 2.6544
36 H -1.8877 2.5491 3.2251
37 H -4.0285 5.9486 1.7631
38 C -1.6393 -4.0380 -1.2574
39 N -5.0177 -1.0798 -1.1007
40 H -3.5274 -4.5614 -1.7983
41 C -2.3683 3.0921 2.4237

***

No. 5
This record from OMol25 describes a structure of composition C15H12BrIrN5O4. The level of theory is ωB97M-V/def2-TZVPD.

Properties
spin multiplicity = 2
HOMO level (alpha / beta) = -0.5677 / -0.5677 Eh
energy relative to the best compared isomer or geometry (same formula, charge and spin) = 0.00 kJ/mol
gap between HOMO and LUMO (alpha / beta) = 8.618 / 4.899 eV
charge = +2

Element x y z (Å)
1 Br -3.4369 5.6412 -0.3523
2 N 1.4177 -2.3646 -0.5093
3 O 0.8025 0.8363 -0.3888
4 C 0.1380 -0.8882 3.8856
5 H -3.6928 -2.7233 -2.3339
6 O -1.5491 -2.4983 -0.7006
7 C -1.8023 4.8599 -0.3709
8 C -0.4725 2.8614 -0.3344
9 C -1.7005 -2.1683 -1.9398
10 N 1.2171 -1.6031 4.1774
11 N 3.1594 -3.2742 0.5437
12 H 1.6501 3.1847 -0.4434
13 C 1.4684 -1.9660 1.8539
14 H -0.7424 6.7487 -0.4900
15 C 0.6814 3.6683 -0.4173
16 O -1.3546 0.6334 -0.2103
17 C -0.2964 -0.6918 2.5815
18 C 0.5902 5.0713 -0.4696
19 H 3.9265 -4.1055 -1.1614
20 N 0.3810 -1.2237 1.5641
21 N 3.1790 -3.5459 -0.7755
22 H -1.1836 -0.1216 2.3449
23 C -0.6365 5.6731 -0.4479
24 Ir -0.1436 -1.0726 -0.4101
25 C -1.7119 3.4377 -0.3130
26 H -2.7232 -2.3200 -3.7833
27 H 1.9470 -3.0846 -2.4687
28 C 2.0745 -2.5640 0.6711
29 H 1.4911 5.6658 -0.5306
30 C 2.1438 -3.0051 -1.4126
31 H -2.6089 2.8344 -0.2616
32 C 1.8776 -2.1493 3.1635
33 C -2.7152 -2.7991 -2.8089
34 O -0.8936 -1.2594 -2.3301
35 H 2.7524 -2.7476 3.3861
36 H -0.4121 -0.4574 4.7125
37 H -2.4871 -3.8602 -2.9158
38 C -0.3346 1.3775 -0.3045

***

No. 6
This record from OMol25 describes the molecule C15H12ClN7 in a non-equilibrium geometry. The level of theory is ωB97M-V/def2-TZVPD.

Properties
HOMO level = -0.3143 Eh
gap between HOMO and LUMO = 8.422 eV
charge = 0

Element x y z (Å)
1 C 2.5531 -0.3214 -0.0918
2 H -3.0630 0.2284 0.2287
3 N 0.1455 0.1324 -0.0557
4 H -0.3180 -4.7557 0.3919
5 C -1.1520 2.7523 -0.8394
6 H -2.9354 -4.5573 0.6027
7 C -1.3516 4.0879 -1.1422
8 C -2.5850 -2.3626 0.4399
9 N -2.4333 4.7837 -0.7705
10 H 2.1577 1.7872 -0.5567
11 C 4.0283 -2.4090 0.2708
12 C -1.0913 -0.2520 0.1203
13 C -0.8687 -3.8243 0.4590
14 C 4.3237 1.0880 -0.1968
15 N -2.1431 0.6551 0.0989
16 H 3.9646 -2.7301 1.3261
17 C -2.1594 2.0235 -0.1923
18 H -0.1775 2.3353 -1.1516
19 N -0.3525 -2.5360 0.3205
20 Cl -4.4702 1.9893 1.1999
21 H 5.0380 -2.6782 -0.0635
22 N 0.9379 -2.1106 0.1812
23 H -4.2826 4.6045 0.2474
24 C 1.1611 -0.8146 0.0024
25 H 3.2868 -3.0570 -0.1501
26 N 4.8240 -0.0899 0.1462
27 C -3.3028 2.7496 0.1764
28 H -0.5837 4.5657 -1.7011
29 C -1.4259 -1.6714 0.2603
30 C -3.3852 4.0981 -0.0953
31 N 3.7618 -0.9832 0.1030
32 C -2.2410 -3.7415 0.5729
33 H 4.8577 2.0306 -0.2514
34 C 2.8881 0.9909 -0.3424
35 H -3.6061 -2.0079 0.4523